No. 1
ORCA calculation (ωB97M-V/def2-TZVPD) on a single C4H8N4O2 molecule in a non-equilibrium geometry.

Values from the calculation:
- Energy relative to the best compared isomer or geometry (same formula, charge and spin): 64.5 kcal per mole
- Structure (SMILES): NNC(=O)/C=C/C(=O)NN
- Frontier orbital gap: 0.3203 Ha
- Maximum force: 0.0587 Eh/bohr
- 2S+1: 1
- HOMO: -9.1387 eV

Geometry (Å):
N (-2.48337, 1.36571, 2.22004)
N (-1.17752, 1.84716, 2.06571)
C (-0.28647, 1.43612, 1.15838)
O (0.90359, 1.75488, 1.18982)
C (-0.73292, 0.40651, 0.06592)
C (0.24959, -0.05590, -0.70408)
C (0.21096, -1.24728, -1.58790)
O (-0.76430, -1.89409, -1.86281)
N (1.47596, -1.47034, -2.15627)
N (2.53253, -1.91985, -1.37448)
H (-2.44711, 0.31757, 2.17931)
H (-3.04024, 1.70878, 1.40241)
H (-0.92981, 2.40933, 2.89835)
H (-1.86159, 0.30611, 0.09667)
H (1.20145, 0.58707, -0.69235)
H (1.31427, -2.14614, -2.90680)
H (2.43953, -2.00533, -0.41062)
H (3.39544, -1.40031, -1.58132)

Results of the natural (NBO) charge analysis, in e, for atoms 1 through 6: -0.635 -0.459 0.616 -0.625 -0.252 -0.263

***

No. 2
ORCA calculation (ωB97M-V/def2-TZVPD) on a 7-piece molecular cluster, H14O6S2 overall in a non-equilibrium geometry.

Values from the calculation:
- Energy relative to the best compared isomer or geometry (same formula, charge and spin): 64.5 kcal per mole
- Structure (SMILES): SS.O.O.O.O.O.O
- Frontier orbital gap: 0.3375 Ha
- Maximum force: 0.1119 Eh/bohr
- 2S+1: 1
- HOMO: -9.0184 eV

Geometry (Å):
S (5.45880, -0.05737, -1.18713)
S (6.49635, -1.39810, -2.29597)
H (5.42840, 1.07294, -1.94900)
H (6.05226, -2.51053, -2.57335)
O (-0.12545, 0.39436, -1.90304)
H (0.11850, -0.44863, -1.51685)
H (-0.84233, 0.14120, -2.53560)
O (4.17360, -3.08211, 0.76553)
H (3.77593, -3.57081, 1.50644)
H (4.34268, -2.14184, 0.98184)
O (-2.64197, -0.30193, 0.68564)
H (-3.00105, 0.34741, 1.26156)
H (-2.93469, 0.00520, -0.21651)
O (-5.30916, 0.64036, -0.23753)
H (-6.09361, 1.16466, -0.45484)
H (-5.47452, -0.25777, -0.24175)
O (-3.42799, 5.55327, 1.48020)
H (-3.28685, 5.79945, 0.53909)
H (-2.93867, 4.74903, 1.51425)
O (0.10732, -2.35417, 2.06665)
H (0.67774, -1.77057, 1.72561)
H (-0.55528, -1.97405, 2.58476)

Results of the natural (NBO) charge analysis, in e, for atoms 1 through 6: -0.126 -0.141 0.146 0.122 -0.937 0.472

***

No. 3
ORCA calculation (ωB97M-V/def2-TZVPD) on C5H10O2 as an isolated structure.

Values from the calculation:
- Energy relative to the best compared isomer or geometry (same formula, charge and spin): 101.3 kcal per mole
- Frontier orbital gap: 0.3660 Ha
- Maximum force: 0.0113 Eh/bohr
- 2S+1: 1
- HOMO: -8.8978 eV

Geometry (Å):
C (-2.13703, -0.50946, 0.22876)
C (-1.97058, 0.97501, 0.08403)
O (-1.04373, 1.61438, 0.52857)
C (1.18541, -1.69712, -0.29739)
C (1.85373, -0.59323, -0.63363)
C (1.69856, -0.17174, 0.80464)
O (0.97934, -1.43163, 1.04265)
H (-3.11108, -0.72883, 0.68265)
H (-2.14307, -0.96628, -0.76920)
H (-1.32426, -0.93226, 0.82514)
H (-2.77577, 1.49246, -0.48001)
H (0.74077, 2.53505, -0.84405)
H (0.81235, -2.61486, -0.74049)
H (2.30829, -0.17777, -1.51953)
H (1.28428, 2.67336, -1.33411)
H (1.03794, 0.67485, 1.00631)
H (2.60485, -0.14196, 1.41562)

Results of the natural (NBO) charge analysis, in e, for atoms 1 through 6: -0.737 0.456 -0.541 0.122 -0.350 -0.092

***

No. 4
ORCA calculation (ωB97M-V/def2-TZVPD) on C31H29BrN5NiO5 as an isolated structure.

Values from the calculation:
- Expectation value of S²: 2.01
- Energy relative to the best compared isomer or geometry (same formula, charge and spin): 41.6 kcal per mole
- Frontier orbital gap (spin up / spin down): 0.2789 / 0.2812 Ha
- Maximum force: 0.0114 Eh/bohr
- Total charge: -1
- 2S+1: 3
- HOMO (spin up / spin down): -5.1638 / -5.2278 eV

Geometry (Å):
Ni (-0.65162, 0.52749, -0.21007)
C (1.22633, 2.66595, 2.41614)
C (0.21390, 1.97049, 3.28723)
C (0.50268, 1.65630, 4.61143)
C (-0.44713, 1.04891, 5.41573)
C (-1.69646, 0.75752, 4.88841)
C (-2.00939, 1.04663, 3.56467)
C (-3.35044, 0.66976, 3.00322)
C (-1.03746, 1.64609, 2.76021)
N (-1.25774, 1.90456, 1.37731)
C (-2.18216, 2.82157, 1.10441)
O (-2.77545, 3.60141, 1.86012)
C (-2.50742, 2.87666, -0.36183)
C (-3.33766, 3.84158, -0.89953)
C (-3.56480, 3.82491, -2.26709)
C (-2.90616, 2.88940, -3.05621)
C (-2.06781, 1.98524, -2.43472)
N (-1.92657, 1.95282, -1.11489)
C (-1.11381, 1.11270, -3.21280)
O (-1.20289, 1.10551, -4.44616)
N (-0.22132, 0.53377, -2.41071)
C (0.85590, -0.15868, -3.01600)
C (2.15761, 0.25961, -2.71420)
C (2.39206, 1.42418, -1.78825)
C (3.24200, -0.42000, -3.25697)
C (3.05777, -1.50782, -4.09785)
C (1.76818, -1.92315, -4.38257)
C (0.65963, -1.27043, -3.84648)
C (-0.72141, -1.80694, -4.10826)
H (2.13368, 2.89240, 2.97641)
H (0.81397, 3.59482, 2.01479)
H (1.50106, 2.04129, 1.56342)
H (1.48313, 1.89567, 5.01275)
H (-0.21376, 0.79472, 6.44296)
H (-2.44291, 0.27351, 5.50889)
H (-3.86512, -0.01912, 3.67382)
H (-3.22492, 0.18105, 2.03654)
H (-3.97415, 1.55558, 2.85373)
H (-3.77327, 4.56938, -0.23028)
H (-4.21937, 4.55841, -2.72224)
H (-2.98816, 2.85278, -4.13359)
H (1.95277, 2.34375, -2.18206)
H (3.46111, 1.58112, -1.62500)
H (1.93815, 1.26177, -0.81019)
H (4.24593, -0.08648, -3.01529)
H (3.90916, -2.03071, -4.51790)
H (1.60717, -2.78296, -5.02618)
H (-0.66948, -2.75657, -4.64434)
H (-1.30829, -1.09543, -4.68910)
H (-1.25882, -1.96507, -3.16771)
Br (4.05241, 0.74331, 1.22849)
C (3.02231, -0.81629, 1.63754)
C (3.70692, -2.00176, 1.85483)
C (2.94393, -3.11218, 2.18360)
C (1.56960, -2.98342, 2.27990)
C (0.99419, -1.74652, 2.01599)
N (1.72084, -0.67554, 1.68507)
C (-0.52023, -1.62450, 2.07762)
O (-1.11194, -2.42493, 2.80064)
O (-1.04453, -0.75368, 1.32048)
H (4.78266, -2.04185, 1.77063)
H (3.42553, -4.06491, 2.36682)
H (0.92671, -3.80129, 2.57128)
C (0.79191, -3.75481, -1.34166)
C (-0.11285, -2.66988, -0.82383)
N (-1.34203, -3.04191, -0.40153)
O (0.26066, -1.50147, -0.82083)
H (1.30891, -4.21717, -0.49578)
H (1.52777, -3.30665, -2.00550)
H (0.22512, -4.52110, -1.87302)
H (-1.51151, -4.01180, -0.20088)
H (-1.82262, -2.36762, 0.18639)

Results of the Löwdin charge analysis, in e, for atoms 1 through 6: 0.873 -0.068 -0.213 -0.067 -0.104 -0.058

***

No. 5
ORCA calculation (ωB97M-V/def2-TZVPD) on a 2-piece molecular cluster, C7H11N2O2 overall in a non-equilibrium geometry.

Values from the calculation:
- Energy relative to the best compared isomer or geometry (same formula, charge and spin): 85.8 kcal per mole
- Frontier orbital gap (spin up / spin down): 0.2826 / 0.2825 Ha
- Maximum force: 0.0758 Eh/bohr
- Total charge: +1
- 2S+1: 1
- HOMO (spin up / spin down): -12.2351 / -12.2344 eV

Geometry (Å):
C (-3.21106, 0.51485, -0.09988)
C (-0.40664, -1.68297, -0.25172)
C (-1.69124, -1.27737, 0.01223)
C (3.44851, 0.17566, 0.15943)
C (-3.25909, 1.82062, -0.80243)
C (-2.59298, -2.02682, 0.89326)
C (5.55971, 1.48646, -0.03571)
N (0.63283, -2.10511, -0.54411)
N (4.51225, 0.56894, -0.04389)
O (-2.15767, -0.10900, -0.44771)
O (2.41078, -0.32592, 0.21388)
H (-3.89042, -0.04572, 0.62625)
H (-4.29285, 1.80753, -1.24571)
H (-2.48287, 1.94882, -1.70406)
H (-3.15360, 2.54498, -0.03075)
H (-2.89755, -1.32681, 1.72478)
H (-2.14428, -2.90788, 1.33008)
H (-3.48047, -2.51373, 0.26167)
H (6.49448, 0.85074, -0.09931)
H (5.53601, 2.10113, 0.97509)
H (5.41521, 2.35874, -0.69185)
H (1.65093, -1.85710, -0.19955)

Results of the natural (NBO) charge analysis, in e, for atoms 1 through 6: 0.373 0.482 0.017 0.866 -0.701 -0.674

***

No. 6
ORCA calculation (ωB97M-V/def2-TZVPD) on a single H2O2Si2 molecule in a non-equilibrium geometry.

Values from the calculation:
- Energy relative to the best compared isomer or geometry (same formula, charge and spin): 16.0 kcal per mole
- Frontier orbital gap: 0.2888 Ha
- Maximum force: 0.0748 Eh/bohr
- 2S+1: 1
- HOMO: -8.2350 eV

Geometry (Å):
O (-0.76194, 1.35262, -0.48006)
O (0.50233, -0.47891, 0.85539)
Si (-0.93601, 0.10884, 0.34521)
Si (1.72462, -0.02235, -0.07412)
H (-1.70354, -1.05089, 0.82469)
H (1.17454, 0.09068, -1.47111)

For reference, the natural (NBO) charges in units of e are: -1.153 -1.307 1.979 0.994 -0.186 -0.328

***

No. 7
ORCA calculation (ωB97M-V/def2-TZVPD) on a 10-piece molecular cluster, C5H33N3O9 overall in a non-equilibrium geometry.

Values from the calculation:
- Energy relative to the best compared isomer or geometry (same formula, charge and spin): 0.0 kcal per mole
- Frontier orbital gap: 0.3435 Ha
- Maximum force: 0.0454 Eh/bohr
- Total charge: +2
- 2S+1: 1
- HOMO: -14.6011 eV

Geometry (Å):
C (1.97514, -2.11225, -2.99915)
C (1.51389, -1.83552, -1.58299)
C (0.22382, -1.00132, -1.57340)
C (-0.32324, -1.06534, -0.15048)
C (0.00028, -0.11972, 0.73432)
N (-0.33818, 0.01859, 2.16605)
N (-1.08178, -2.16105, 0.08413)
N (2.53246, -0.90710, -0.90081)
H (2.11398, -1.25249, -3.65720)
H (2.92464, -2.65469, -2.98188)
H (1.20470, -2.74636, -3.44342)
H (1.34369, -2.70809, -0.96803)
H (-0.56017, -1.39790, -2.22092)
H (0.30619, 0.05855, -1.82181)
H (0.46421, 0.77990, 0.41557)
H (-1.25580, 0.46897, 2.21359)
H (0.41112, 0.51703, 2.64543)
H (-0.34577, -0.87694, 2.65419)
H (-1.35010, -2.75717, -0.67977)
H (-1.55741, -2.33295, 0.95081)
H (3.38034, -0.87522, -1.44501)
H (2.63371, -1.03638, 0.12874)
H (2.13966, 0.03183, -1.04990)
H (-3.21131, 0.90207, -0.61653)
H (-3.15638, 0.55215, -2.05483)
O (-2.94186, 0.15670, -1.19296)
H (-1.30036, 5.20188, -1.96099)
H (-1.71484, 4.15678, -2.86582)
O (-1.04408, 4.33196, -2.17627)
H (0.31938, -4.82989, 1.63440)
H (-0.81007, -4.65128, 2.56480)
O (-0.11649, -4.11621, 2.12905)
H (2.64867, 2.56626, -1.73615)
H (1.57210, 2.59974, -0.66282)
O (2.21991, 2.01440, -1.06090)
H (-2.09054, 4.94959, 1.95483)
H (-1.53438, 4.01272, 0.80910)
O (-2.09602, 4.05704, 1.59757)
H (-0.92432, 3.02623, -0.98868)
H (-1.50371, 1.68350, -0.37837)
O (-0.86633, 2.39076, -0.23697)
H (-3.31337, 2.77540, 1.14597)
H (-4.56018, 1.87163, 0.87544)
O (-3.61695, 1.96861, 0.68988)
H (2.25126, -1.44711, 2.06718)
H (3.67140, -0.78856, 2.42226)
O (3.03892, -0.98102, 1.72198)
H (1.30711, -1.89241, 3.90324)
H (0.57321, -2.73361, 2.84161)
O (0.84386, -1.81168, 3.05593)

Results of the natural (NBO) charge analysis, in e, for atoms 1 through 6: -0.643 -0.030 -0.466 0.254 -0.259 -0.692

***

No. 8
ORCA calculation (ωB97M-V/def2-TZVPD) on a single C5H6N2 molecule.

Values from the calculation:
- Energy relative to the best compared isomer or geometry (same formula, charge and spin): 117.3 kcal per mole
- Frontier orbital gap (spin up / spin down): 0.2910 / 0.3108 Ha
- Maximum force: 0.0161 Eh/bohr
- 2S+1: 1
- HOMO (spin up / spin down): -7.7628 / -8.1072 eV

Geometry (Å):
N (2.51862, -1.11996, 1.24149)
C (1.68822, -0.38294, 0.92764)
C (0.67863, 0.59128, 0.51489)
C (0.44230, 0.77344, -1.02698)
C (-0.99959, 0.51958, -0.66432)
C (-1.22139, -1.14436, 0.52951)
N (-0.74593, 0.16307, 0.62508)
H (0.82652, 1.53120, 1.05394)
H (0.91796, -0.04210, -1.58865)
H (0.72191, 1.73525, -1.47132)
H (-1.96091, 0.64760, -1.13335)
H (-1.02267, -1.75597, -0.34348)
H (-1.84683, -1.51616, 1.33602)

Results of the natural (NBO) charge analysis, in e, for atoms 1 through 6: -0.287 0.263 -0.137 -0.445 0.033 -0.333